Record 1
{
  "formula": "H10O5",
  "method": "ωB97M-V with the def2-TZVPD basis set",
  "elements": ["O", "H", "H", "O", "H", "H", "O", "H", "H", "O", "H", "H", "O", "H", "H"],
  "positions_angstrom": [[2.26378, -1.63889, 0.14247], [1.47261, -1.19905, -0.18855], [1.96705, -2.53292, 0.34659], [-2.84821, -4.10131, 1.10577], [-2.54715, -4.39385, 1.97339], [-2.10345, -3.59925, 0.75611], [1.43169, 2.03566, -0.43969], [1.49225, 1.50504, -1.24204], [0.97306, 1.46347, 0.18580], [0.62433, 3.70063, 1.35366], [1.48744, 4.07289, 1.14049], [0.46874, 3.05447, 0.65562], [-1.75284, 0.36504, -1.63468], [-1.42150, -0.02652, -2.45070], [-1.50780, 1.29461, -1.70423]],
  "lowdin_charge": [-0.055, 0.017, 0.036, -0.060, 0.033, 0.027, -0.052, 0.058, 0.050, -0.072, 0.037, -0.023, -0.060, 0.034, 0.031],
  "relative_energy_kcal_mol": 36.7
}



Record 2
{
  "formula": "C53H53AgGe2N3S4Se",
  "method": "ωB97M-V with the def2-TZVPD basis set",
  "elements": ["Ag", "C", "C", "C", "C", "C", "C", "C", "C", "C", "C", "C", "C", "C", "C", "C", "Ge", "S", "S", "Ge", "S", "S", "C", "C", "C", "C", "C", "C", "C", "C", "C", "C", "C", "C", "C", "C", "C", "C", "C", "C", "C", "C", "C", "C", "C", "C", "C", "C", "C", "C", "C", "C", "C", "C", "C", "H", "H", "H", "H", "H", "H", "H", "H", "H", "H", "H", "H", "H", "H", "H", "H", "H", "H", "H", "H", "H", "H", "H", "H", "H", "H", "H", "H", "H", "H", "H", "H", "H", "H", "H", "H", "H", "H", "H", "H", "H", "H", "H", "H", "H", "H", "H", "H", "H", "H", "Se", "N", "C", "C", "C", "C", "N", "C", "N", "H", "H", "H"],
  "positions_angstrom": [[-0.18962, 0.13907, -1.33031], [-4.47450, -0.15922, -5.51897], [-3.83291, -1.40864, -4.97782], [-4.21704, -1.94652, -3.75421], [-3.61759, -3.08722, -3.23567], [-4.09867, -3.65488, -1.93052], [-2.57423, -3.69392, -3.95119], [-2.21882, -3.20218, -5.20699], [-1.22751, -3.90842, -6.08450], [-2.84421, -2.05921, -5.69498], [-1.94723, -4.93874, -3.39310], [-2.61466, -6.12516, -3.69295], [-2.23076, -7.32443, -3.12058], [-1.17032, -7.33166, -2.23408], [-0.45910, -6.16779, -1.94833], [-0.82211, -4.94951, -2.54128], [0.05048, -3.22267, -2.06071], [-1.33841, -2.04834, -0.90898], [2.06661, -3.43229, -1.06411], [2.60856, -1.64627, -2.34461], [2.26450, 0.30880, -1.51007], [0.96538, -2.13177, -3.83594], [4.52485, -1.72239, -2.94089], [4.98890, -2.28459, -4.14690], [6.31834, -2.11688, -4.54218], [7.22384, -1.43038, -3.75992], [6.79902, -0.92926, -2.54578], [5.47881, -1.07319, -2.13005], [5.19961, -0.56698, -0.75006], [5.03204, 0.79400, -0.50344], [4.99322, 1.81550, -1.60840], [4.82191, 1.22358, 0.80362], [4.76929, 0.33620, 1.86413], [4.48877, 0.80734, 3.26533], [4.97795, -1.01312, 1.60192], [5.20779, -1.47761, 0.31570], [5.49559, -2.93911, 0.09436], [4.21550, -3.13560, -5.10330], [4.17135, -4.51763, -4.92390], [4.71242, -5.19073, -3.69003], [3.62155, -5.30678, -5.93524], [3.14947, -4.76100, -7.11379], [2.62132, -5.63465, -8.21945], [3.19166, -3.37788, -7.26373], [3.70941, -2.55947, -6.27623], [3.72453, -1.06625, -6.45340], [0.67967, -6.30642, -0.98818], [0.60062, -5.78512, 0.30147], [-0.61767, -5.06254, 0.81008], [1.69148, -5.92999, 1.15844], [2.84426, -6.58731, 0.77279], [4.03033, -6.69442, 1.69246], [2.88206, -7.15107, -0.49940], [1.81904, -7.02908, -1.37865], [1.90703, -7.69107, -2.72779], [-5.37555, 0.09612, -4.95889], [-4.75147, -0.27934, -6.56780], [-3.79037, 0.69045, -5.45975], [-5.01974, -1.47634, -3.19294], [-4.99022, -3.12712, -1.59096], [-3.32248, -3.54541, -1.17193], [-4.33672, -4.71638, -2.01948], [-0.61343, -4.61719, -5.53335], [-0.55346, -3.19518, -6.55484], [-1.75822, -4.45301, -6.87138], [-2.54256, -1.67286, -6.66369], [-3.46716, -6.08391, -4.36146], [-2.76689, -8.23849, -3.34500], [-0.87321, -8.25282, -1.74635], [6.63097, -2.55534, -5.48310], [8.25144, -1.30873, -4.07995], [7.49337, -0.42028, -1.88743], [5.19285, 1.37635, -2.58318], [5.72302, 2.60963, -1.43006], [3.99885, 2.26112, -1.65204], [4.66394, 2.28209, 0.98666], [4.43592, 1.89518, 3.31072], [5.26485, 0.47670, 3.95868], [3.53786, 0.40999, 3.62489], [4.96991, -1.72332, 2.42235], [5.72003, -3.42710, 1.04335], [6.34533, -3.07846, -0.57717], [4.64612, -3.45839, -0.34913], [5.35481, -4.53047, -3.11074], [5.28725, -6.07932, -3.96033], [3.89422, -5.49302, -3.03339], [3.59970, -6.38149, -5.80535], [2.48611, -6.66114, -7.87763], [3.30776, -5.65071, -9.06951], [1.66066, -5.27118, -8.58247], [2.80811, -2.92864, -8.17488], [3.27072, -0.78645, -7.40423], [4.74043, -0.66820, -6.42193], [3.16392, -0.57801, -5.65210], [-1.47485, -5.18085, 0.14951], [-0.43103, -3.99001, 0.89643], [-0.88632, -5.44342, 1.79735], [1.63478, -5.48869, 2.14814], [3.87568, -6.11182, 2.60011], [4.93403, -6.32432, 1.20524], [4.21513, -7.73110, 1.98332], [3.77342, -7.68004, -0.82242], [1.41937, -8.66954, -2.71276], [2.94917, -7.84617, -3.00888], [1.42150, -7.09989, -3.50206], [-3.72131, 1.44622, -2.57732], [-3.39690, 3.14787, -2.98146], [-2.30166, 3.48223, -2.32550], [-1.62982, 4.74539, -2.38078], [-0.48677, 4.87336, -1.67091], [0.02342, 3.77282, -0.89337], [-0.54514, 2.61297, -0.80548], [-1.70793, 2.45256, -1.51583], [-2.32605, 1.28690, -1.50778], [-2.03120, 5.54592, -2.98698], [0.06995, 5.80080, -1.68022], [0.95420, 3.89346, -0.34913]],
  "lowdin_charge": [0.334, -0.099, -0.286, -0.042, -0.232, -0.065, -0.148, -0.225, -0.053, -0.012, -0.213, -0.045, -0.070, -0.044, -0.213, -0.190, -0.036, 0.118, 0.305, -0.034, 0.178, 0.192, -0.186, -0.211, -0.046, -0.071, -0.044, -0.229, -0.195, -0.301, -0.095, -0.031, -0.270, -0.060, -0.009, -0.205, -0.039, -0.152, -0.192, -0.019, -0.012, -0.275, -0.058, -0.016, -0.231, -0.031, -0.178, -0.273, -0.059, -0.041, -0.279, -0.054, -0.024, -0.226, -0.042, 0.061, 0.076, 0.053, 0.098, 0.075, -0.002, 0.078, 0.071, 0.068, 0.085, 0.120, 0.121, 0.098, 0.117, 0.122, 0.098, 0.122, 0.072, 0.077, 0.023, 0.115, 0.067, 0.073, 0.080, 0.115, 0.072, 0.082, 0.022, 0.073, 0.082, 0.063, 0.111, 0.070, 0.076, 0.072, 0.114, 0.074, 0.079, 0.076, 0.069, 0.033, 0.082, 0.120, 0.071, 0.072, 0.074, 0.117, 0.080, 0.067, 0.082, 1.183, -0.226, -0.399, -0.013, -0.051, -0.124, 0.074, -0.478, -0.271, 0.112, 0.100, 0.113],
  "charge": -1
}



Record 3
{
  "formula": "C21H28F6O18P",
  "method": "ωB97M-V with the def2-TZVPD basis set",
  "elements": ["C", "C", "C", "P", "H", "H", "H", "H", "H", "H", "H", "H", "H", "H", "C", "C", "O", "C", "O", "O", "F", "H", "H", "H", "C", "C", "O", "C", "O", "O", "F", "H", "H", "H", "C", "C", "O", "C", "O", "O", "F", "H", "H", "H", "C", "C", "O", "C", "O", "O", "F", "H", "H", "H", "C", "C", "O", "C", "O", "O", "F", "H", "H", "H", "C", "C", "O", "C", "O", "O", "F", "H", "H", "H"],
  "positions_angstrom": [[-0.63587, 0.68170, -2.68692], [-1.23521, 2.02185, -3.09902], [-2.54895, 2.25808, -2.34070], [-3.89549, 1.16866, -2.85183], [-0.30346, 0.70296, -1.65720], [0.14816, 0.40762, -3.38471], [-1.39419, -0.09318, -2.76657], [-0.59935, 2.85078, -2.80203], [-1.35409, 2.09587, -4.17708], [-2.90284, 3.26155, -2.57951], [-2.39888, 2.21174, -1.26725], [-5.01757, 1.38111, -2.04763], [-4.20684, 1.39967, -4.19246], [-3.56457, -0.18904, -2.75413], [-1.16741, -3.67483, -5.92194], [0.05278, -2.97480, -5.36960], [-0.51766, -2.12602, -4.37354], [-1.66090, -2.71769, -3.94453], [-2.25234, -2.38640, -2.96246], [-2.03756, -3.70077, -4.77635], [0.67207, -2.21544, -6.29455], [-1.63519, -3.09456, -6.71758], [-0.96521, -4.67972, -6.27963], [0.78280, -3.63536, -4.89994], [-1.97419, 2.73387, 1.74426], [-2.10732, 4.08317, 1.08870], [-2.19381, 4.95775, 2.18804], [-1.52188, 4.36924, 3.22852], [-1.18724, 4.92630, 4.21394], [-1.28630, 3.06028, 2.95422], [-3.25310, 4.17751, 0.34222], [-2.94280, 2.28098, 1.98210], [-1.38920, 2.03446, 1.14664], [-1.25567, 4.36427, 0.46556], [2.90961, 0.13953, -0.55901], [3.75694, 1.12296, 0.21398], [3.02800, 2.34225, 0.05633], [1.73047, 2.01642, -0.10642], [0.81005, 2.76815, -0.02210], [1.59464, 0.69834, -0.38371], [4.98281, 1.26869, -0.32805], [3.16724, 0.13612, -1.61924], [2.96088, -0.87416, -0.17150], [3.85286, 0.89227, 1.27518], [-2.80276, -2.61510, 2.46921], [-1.84952, -1.88970, 3.38979], [-2.10310, -0.53138, 3.06352], [-3.38359, -0.44842, 2.62084], [-3.96739, 0.57518, 2.46632], [-3.88016, -1.67342, 2.34771], [-0.55608, -2.17467, 3.10814], [-2.37320, -2.77995, 1.48658], [-3.14878, -3.56133, 2.87514], [-2.02747, -2.04890, 4.45333], [0.33175, -2.76081, -1.44999], [-0.32336, -3.18499, -0.15727], [0.52108, -4.21957, 0.29434], [1.77531, -3.96938, -0.19431], [2.76572, -4.48426, 0.18093], [1.70972, -3.02741, -1.18220], [-1.56936, -3.68512, -0.36946], [-0.00696, -3.37453, -2.28581], [0.17626, -1.71010, -1.68704], [-0.37221, -2.40010, 0.59942], [5.85404, 1.81662, 5.24847], [4.41768, 1.71432, 5.70642], [3.79986, 1.05228, 4.61070], [4.75216, 0.29276, 4.00528], [4.52688, -0.56978, 3.21997], [5.98482, 0.65143, 4.42254], [3.84638, 2.92609, 5.87406], [6.01772, 2.71058, 4.64580], [6.57026, 1.79525, 6.06456], [4.27010, 1.12223, 6.61051]],
  "lowdin_charge": [-0.103, -0.265, -0.378, 1.109, 0.060, 0.091, 0.024, 0.115, 0.112, 0.101, 0.082, 0.018, 0.019, -0.007, -0.023, -0.297, 0.097, -0.577, 0.132, 0.099, 0.097, 0.150, 0.148, 0.179, -0.082, -0.317, 0.140, -0.532, 0.199, 0.084, 0.047, 0.113, 0.120, 0.160, -0.026, -0.287, 0.158, -0.545, 0.158, 0.033, 0.098, 0.150, 0.136, 0.157, -0.031, -0.293, 0.136, -0.542, 0.160, 0.089, 0.082, 0.111, 0.151, 0.180, -0.055, -0.311, 0.147, -0.528, 0.212, 0.063, 0.069, 0.127, 0.118, 0.157, -0.042, -0.311, 0.130, -0.559, 0.163, 0.081, 0.087, 0.147, 0.143, 0.175],
  "charge": 1
}



| no. | frontier orbital gap (eV) |
| --- | --- |
| 1 | 10.89 |
| 2 | 5.10 |
| 3 | 9.94 |